Density functional theory data (the ωB97M-V functional and the def2-TZVPD basis) for one molecule with the formula C3H8ClNO3S at a distorted geometry.

Total charge = 0
Spin multiplicity = 1
HOMO-LUMO gap = 10.7380 eV
LUMO = 0.494 eV
HOMO energy = -10.244 eV
Energy relative to the best compared isomer or geometry (same formula, charge and spin) = 58.67 kJ/mol

Geometry as XYZ:
```
17
Properties=species:S:1:pos:R:3:nbo_charge:R:1
Cl -1.73 -2.14 0.00 -0.0163
S -2.92 0.46 -0.09 2.3579
O -2.99 0.44 1.48 -0.9053
O -4.06 -0.26 -0.52 -0.9124
O -2.78 1.86 -0.49 -0.9445
N -0.12 0.42 1.29 -0.8713
C -1.43 -0.48 -0.66 -0.4536
C -0.06 0.29 -0.16 -0.0421
C 1.15 -0.49 -0.77 -0.6318
H -2.38 0.96 2.07 0.5438
H -1.42 -0.39 -1.76 0.2560
H -0.05 1.36 -0.66 0.2345
H 0.44 1.12 1.61 0.3701
H 1.04 -0.67 -1.76 0.2130
H 0.08 -0.49 1.79 0.3773
H 2.05 -0.11 -0.52 0.2139
H 1.13 -1.49 -0.45 0.2107
```


Density functional theory data (the ωB97M-V functional and the def2-TZVPD basis) for an isolated ion of composition C3H8F2OP and charge +1 at a distorted geometry.

Total charge = +1
Spin multiplicity = 1
HOMO-LUMO gap = 11.7573 eV
LUMO = -3.857 eV
HOMO energy = -15.614 eV
Energy relative to the best compared isomer or geometry (same formula, charge and spin) = 62.51 kJ/mol

Geometry as XYZ:
```
15
Properties=species:S:1:pos:R:3:nbo_charge:R:1
P -1.02 -0.62 -0.25 2.4417
F -1.68 -0.66 -1.64 -0.5055
F -1.62 0.70 0.26 -0.4882
O 0.60 -0.42 -0.51 -0.7706
C 1.22 0.90 -0.85 -0.1085
C 1.33 1.77 0.39 -0.6873
C -1.41 -2.19 0.60 -1.0536
H 1.42 1.24 1.37 0.2475
H 2.33 0.71 -1.07 0.2398
H -1.29 -2.05 1.64 0.2964
H 2.16 2.60 0.34 0.2700
H -2.47 -2.51 0.71 0.3278
H -0.85 -3.08 0.31 0.3262
H 0.43 2.42 0.61 0.2252
H 0.87 1.18 -1.91 0.2392
```


Density functional theory data (the ωB97M-V functional and the def2-TZVPD basis) for a 2-piece molecular cluster, C3H8F3NO2S overall at a distorted geometry.

Total charge = 0
Spin multiplicity = 1
HOMO-LUMO gap = 7.0848 eV
LUMO = -0.495 eV
HOMO energy = -7.579 eV

Geometry as XYZ:
```
18
Properties=species:S:1:pos:R:3:nbo_charge:R:1
S -0.10 -0.78 0.02 2.1591
F 2.13 0.01 -2.03 -0.3612
F 0.44 1.36 -2.09 -0.3504
F 0.74 -0.10 -3.67 -0.3427
O -0.68 0.54 0.38 -1.0360
O 1.14 -1.02 0.76 -0.9997
N 0.15 2.32 1.93 -0.8901
C 0.79 0.07 -2.32 0.9592
C -0.06 -0.94 -1.65 -0.9877
C -1.22 -2.01 0.60 -0.8642
H -0.10 2.05 2.88 0.4240
H -1.27 -1.87 1.68 0.2332
H -0.08 1.51 1.26 0.4807
H -0.81 -3.00 0.40 0.2469
H 0.39 -1.91 -1.85 0.2257
H 1.14 2.53 1.88 0.4307
H -0.39 3.13 1.65 0.4264
H -2.21 -1.89 0.16 0.2462
```